(1)
The following is a quantum chemistry calculation of a cluster of 7 separate species, C28H42O21 in total at a distorted geometry, from OMol25.

XYZ file:
```
91
Properties=species:S:1:pos:R:3:mulliken_charge:R:1
H 0.1753 4.6738 1.3987 0.3101
H 3.4806 3.2962 2.1940 0.5177
H -1.1040 -5.4385 0.3107 0.5449
H -2.2935 4.5775 -0.8355 0.3409
H -1.4678 1.7811 2.0976 0.3347
H 3.0803 1.6588 2.2765 0.1255
H -3.2334 1.8688 -2.3105 0.3738
C 1.9466 -3.3997 -0.6361 0.6072
H 1.8284 5.1665 1.7062 0.3428
H -2.7531 4.1650 -2.9120 0.5097
O -0.2713 4.2953 -1.3324 -0.3201
H -2.7096 1.7719 -3.8841 0.3284
H -1.4953 -4.1780 -1.4245 0.3806
C 3.8051 0.3403 -1.3018 0.1826
H 4.5949 2.2657 -0.8018 0.2432
O 3.0020 -0.3704 2.0039 -0.5938
O 0.5369 -0.2884 -0.9847 -0.3425
H -0.5656 0.6164 3.0857 0.6650
H 2.1243 0.4370 -2.6866 0.1734
H -1.6169 1.3976 -2.3995 0.4254
O 3.9423 -2.5512 -0.1820 -0.4167
C 2.6650 -2.0957 -0.4965 0.5534
O 1.8195 2.4280 0.1598 0.4310
H 4.2901 -0.4590 -1.8621 0.3259
H -4.5933 -0.1537 3.2861 0.3836
H -0.2165 -2.8062 -0.4970 0.8181
C -1.9848 -4.8521 0.5725 0.1104
C -2.3339 2.0491 -2.8991 -1.4764
C 3.4875 0.0458 0.9362 0.2243
C -3.5349 -1.1401 0.0618 0.6484
H 5.8069 1.0331 -0.8592 0.4577
O -2.7280 2.1499 -0.6130 -0.5079
C 2.6286 2.6446 2.3876 -1.1244
O -3.5060 0.8598 1.1846 -0.5282
H 2.2491 1.7630 -1.5328 -0.2954
O -1.5846 -2.6907 -0.0137 -1.0271
H -0.4471 -1.2703 0.5246 0.0295
O -0.8354 3.9714 -3.3997 -0.4331
C -2.1135 -3.8668 -0.5824 -0.4443
C 1.2168 4.3965 1.2358 -0.6180
O -0.2917 1.4854 -0.0574 0.6482
H -1.7407 0.0053 1.9595 -1.0925
O 1.1216 5.0655 -3.0038 -0.5833
H 1.0222 1.1373 1.4440 0.9484
H 3.3770 1.6596 -2.9416 0.5536
O 2.7852 -4.3554 0.0088 -0.4020
O 4.5356 0.8846 0.8241 -0.4324
O 2.1767 3.3928 -1.8506 -0.5801
C 0.3868 -0.5868 0.3652 1.0891
H -2.9147 -6.5697 1.5775 0.3728
O -3.0518 -0.1003 -0.8122 -0.2960
H 2.3505 2.7734 3.4336 0.2329
H -4.8543 -1.7229 2.8040 0.3777
C 2.8241 1.1045 -2.1838 -0.8281
H -2.8748 -2.0033 -0.0238 -0.6572
H 0.5200 2.4822 1.8072 -0.5632
O -1.6402 -4.0159 1.6782 -0.4725
H 0.0660 -4.3577 0.0401 -0.3010
C -1.0033 0.7950 2.1035 -1.6983
C -4.7073 -0.7338 2.3703 -1.8504
O 5.0069 -4.3269 0.7895 -0.6501
H 0.5943 -2.9633 1.0557 0.8392
H 1.3376 -0.9754 0.7300 0.3513
C 1.4640 2.9161 1.4777 0.9679
C 3.9670 -3.7981 0.2822 0.5194
H 2.5778 -1.5558 -1.4394 0.2246
C 0.5371 -3.3748 0.0479 -1.4580
O 1.5189 4.5470 -0.1354 -0.2905
H -3.2401 -6.5353 -0.0746 0.3911
H -1.6070 2.9247 -0.5791 0.6446
C -3.1412 -5.8639 0.7783 -1.6178
H -5.6554 -0.4287 1.9274 0.4210
C 0.0965 0.7059 1.0630 -0.6089
H -4.5500 -1.5226 -0.0448 0.6163
H -4.0831 -5.3336 0.9188 0.3898
O 0.1182 1.4854 -2.3130 -0.4235
O 3.0180 -0.2196 -0.2957 0.5521
C 1.9023 3.4849 -0.6898 0.0138
C 0.1268 0.9736 -1.2135 -0.3368
H -3.1268 -3.7820 -0.9750 0.6942
H -2.5676 -0.8125 1.9653 0.6669
C -1.4199 -2.7625 1.2825 0.6139
C -1.5927 3.8240 -1.1949 -0.7320
C -3.0564 1.0692 -0.1220 0.4796
C 4.7856 1.2271 -0.5316 -0.6109
C -1.9464 3.4833 -2.6427 0.4040
O -1.1922 -1.8094 1.9994 -0.5401
C 0.0459 4.5955 -2.6158 0.5449
H 2.2450 -1.4614 0.2842 -0.1751
C -3.4910 -0.5395 1.4545 1.0033
H 1.9488 -3.6040 -1.7068 0.3800
```

LUMO energy = -0.008 Ha
E_tot = -2671.62384 Ha
Frontier orbital gap = 8.5 eV
HOMO = -8.73 eV

(2)
The following is a quantum chemistry calculation of a structure of composition C15H13AlN3O2S3, from OMol25.

XYZ file:
```
37
Properties=species:S:1:pos:R:3:mulliken_charge:R:1
H -5.7648 -5.3999 1.2226 0.3576
C 1.5956 0.9073 1.7455 0.4264
Al -0.6351 -1.3797 0.1960 0.3465
H -1.9148 -0.7285 -4.5565 0.3941
S -1.0868 -3.2055 1.5291 -0.2719
S -3.5859 -4.6819 1.6657 0.0498
C 1.7291 3.2950 1.6397 -0.5937
C -2.6240 -3.5636 0.8092 0.5099
S 0.6772 -0.6176 1.7570 -0.2675
C -2.3352 -1.7562 -2.0552 -0.4991
H -0.0501 2.1761 1.2042 0.4757
O 4.8500 4.5967 2.9813 -0.4506
C 2.9289 0.8399 2.1286 -0.8893
C 3.6536 2.0098 2.2900 -0.7300
C -5.0897 -4.7541 0.6667 -0.8144
N -2.2217 -2.1426 -0.8350 0.6833
H -0.0284 0.7874 -5.1718 0.4551
C 0.7130 0.8906 -3.1544 -0.8927
N -0.4543 -0.4227 -1.5522 0.0039
C 3.0566 3.2436 2.0521 0.5785
H -5.5155 -3.7608 0.5622 0.2836
H 1.2821 4.2597 1.4410 0.4471
C -0.1591 0.4643 -4.1481 -0.1849
H 3.3882 -0.1232 2.3064 0.4415
C 0.5274 0.4312 -1.8658 0.2095
C 0.9907 2.1345 1.4972 -0.3461
N -3.0522 -3.0472 -0.3225 -1.0421
O 3.4628 5.5118 1.5280 -0.5227
H 1.5279 1.5642 -3.3742 0.4254
H 1.1681 0.7449 -1.0495 0.3773
H 4.9778 3.7838 3.4795 0.3065
C -1.3258 -0.8178 -2.5067 0.9098
C -1.2040 -0.3871 -3.8168 -0.8346
C 3.7978 4.5473 2.1515 0.6164
H -4.8708 -5.1814 -0.3075 0.2883
H 4.6968 1.9295 2.5715 0.3107
H -3.1055 -2.1478 -2.7088 0.4428
```

Net charge = +1
LUMO energy = -0.193 Ha
E_tot = -2331.03913 Ha
Frontier orbital gap = 6.4 eV
HOMO = -11.67 eV

(3)
The following is a quantum chemistry calculation of a cluster of 2 separate species, C11H17N4 in total at a distorted geometry, from OMol25.

XYZ file:
```
32
Properties=species:S:1:pos:R:3:mulliken_charge:R:1
N 1.9854 1.0969 1.2220 -0.2088
H -3.7823 -0.3872 -0.4449 0.3178
H 3.9542 1.2524 1.1894 0.3607
H 3.4273 0.8984 -0.5054 0.2512
H 1.8093 -2.3217 -1.7552 0.2959
C -2.4030 0.6856 -1.6805 -0.3842
C -0.1448 -0.1099 -1.7199 -0.2803
N 0.8370 2.9677 0.3674 -0.4076
H 1.6098 0.1579 1.1119 0.1597
C -1.7357 -1.1243 -0.0949 -0.4957
H 1.5075 3.2374 -0.3644 0.2175
H -0.0860 0.8532 2.5725 0.2032
C 0.9606 1.9675 1.2647 0.8514
H -0.8258 1.6614 -2.6970 0.4679
H 0.7744 -0.4666 -2.3066 0.0720
H -3.2156 1.4289 -2.0123 0.3069
N -1.7838 -2.1580 0.8174 -0.1492
C -0.4349 -2.7543 0.7242 -0.7788
H -2.6251 -2.6555 1.0520 0.2807
H 0.2565 3.7307 0.4261 0.1892
H 2.6426 -1.7977 -0.1218 0.1129
H 3.0938 2.4371 0.3731 0.5236
C 3.1798 1.3732 0.4071 -1.0680
C 0.3917 -2.0291 -0.1264 0.6322
C -0.3458 -0.9564 -0.5805 1.2113
C -2.6971 -0.2099 -0.6161 -0.6033
C -1.0909 0.8015 -2.1886 -0.6408
H -0.1330 -3.6511 1.3566 0.3715
C 1.7295 -2.3941 -0.5860 -1.0792
N -0.1696 1.6932 2.0654 -0.3434
H -0.8738 2.3584 2.3259 0.2201
H 1.9260 -3.4327 -0.3229 0.3936
```

Net charge = +1
LUMO energy = -0.107 Ha
E_tot = -648.09483 Ha
Frontier orbital gap = 7.9 eV
HOMO = -10.81 eV

(4)
The following is a quantum chemistry calculation of an isolated molecule of CH2FPS at a distorted geometry, from OMol25.

XYZ file:
```
6
Properties=species:S:1:pos:R:3:mulliken_charge:R:1
C 0.3082 -0.1463 0.0792 -0.5357
H -0.1471 0.8260 -0.2713 0.2688
F 1.7496 -2.2123 0.0964 -0.3261
H -0.4090 -0.9229 -0.1650 0.2645
S 3.5250 0.8503 -0.0306 -0.2565
P 1.9641 -0.4482 -0.0442 0.5850
```

LUMO energy = -0.050 Ha
E_tot = -878.65593 Ha
Frontier orbital gap = 8.0 eV
HOMO = -9.38 eV

(5)
The following is a quantum chemistry calculation of a structure of composition C4H5NO2, from OMol25.

XYZ file:
```
12
Properties=species:S:1:pos:R:3:mulliken_charge:R:1
C -0.4929 -0.0401 -0.1530 0.0719
H 0.6498 0.4657 -1.1910 0.3802
C 0.4719 0.8828 0.5142 -0.1394
H -2.3755 -1.1214 -0.2351 0.3010
H 0.2927 1.9381 0.3206 0.2469
C 1.4478 -0.9351 -0.2584 0.0673
O -2.6153 0.7983 0.3909 -0.5084
N 1.6166 0.3920 -0.3346 -0.5174
H 2.1737 -1.7045 -0.4919 0.3648
C -1.9309 -0.1396 0.0305 -0.2636
O 0.1976 -1.2811 -0.1352 -0.2597
H 0.6604 0.7036 1.5844 0.2564
```

LUMO energy (alpha / beta) = -0.005 / -0.005 Ha
E_tot = -360.50407 Ha
Frontier orbital gap (alpha / beta) = 8.8 / 8.8 eV
HOMO (alpha / beta) = -8.94 / -8.94 eV

(6)
The following is a quantum chemistry calculation of a structure of composition C49H56N4NaOP2 at a distorted geometry, from OMol25.

XYZ file:
```
113
Properties=species:S:1:pos:R:3:mulliken_charge:R:1
C -1.5462 3.3228 -2.5581 -0.6560
C -0.1065 4.0928 4.5464 -0.4092
H 2.6275 5.1640 5.0383 0.3450
H -5.4522 0.5723 3.5716 0.3259
C -4.6350 -0.0445 3.1297 -0.5385
H -4.0954 -2.8741 1.4095 0.3474
C 1.6707 4.3956 0.7122 -0.2479
H 0.5941 -3.5308 5.2465 0.3455
H -1.7139 -2.9247 -4.9643 0.2051
H -1.7392 -2.0662 1.6441 0.4325
H 0.2451 -2.1129 -0.7059 0.1375
C -3.8654 -1.9309 1.9432 -0.4461
N -0.4211 -2.7200 -2.5905 -0.0567
C 1.0703 5.5199 2.8039 0.6049
H 2.2317 4.2608 -2.7619 0.3895
H -4.5063 -3.1671 -4.3351 0.2813
C -0.7110 2.9818 -1.4676 -0.1796
C 0.5994 -2.7387 -1.5425 -0.6834
C -2.5799 -1.4960 2.1076 -0.5928
H 6.7351 0.9168 -1.5615 0.3486
H -2.5539 -1.0560 -4.1041 0.3316
C 2.2643 -2.7219 4.0921 -0.7404
C -3.6482 -3.6696 -4.8434 -0.7192
H -1.0564 -1.7972 4.4161 0.2867
H 0.8921 -7.6376 -3.1149 0.2534
H 2.5091 -5.2779 -2.0072 0.3775
H 3.7252 -1.4166 3.2852 0.4587
P -0.6898 0.5332 2.5500 0.9831
H 0.0389 -4.5218 -0.4406 0.1315
H 2.1806 0.2930 2.4551 0.4726
C 5.5954 2.2867 -0.3774 -0.6274
C -2.7929 -6.1207 -5.3267 -0.6786
C 4.8100 1.3547 -2.4236 -0.7115
C 0.5176 5.4523 4.2067 1.6726
C -3.8155 -5.1864 -4.6050 -0.4490
C 1.8036 6.6236 2.3799 -0.9968
H 2.8551 -3.6098 4.2970 0.4328
H -1.1534 -7.8582 -4.0331 0.3713
C 0.9278 -4.1337 -0.9807 -0.5455
N -1.4519 -5.9002 -4.7997 0.0234
H 1.1823 -4.7960 -3.8948 0.2102
H -1.7402 3.9304 -4.6020 0.3697
H -1.0900 2.4606 -0.5732 0.3949
C -0.5107 3.7037 5.8074 -0.2357
C -1.5146 -1.7891 -2.3914 -0.6239
C 5.7702 1.4350 -1.4539 -0.5022
C 0.0162 -1.7503 4.1559 -0.2788
H 2.9679 5.4864 -0.5664 0.4511
Na -1.7508 -4.7972 -2.6064 0.6234
C -0.5802 6.5452 4.3079 -1.4545
C -3.3361 0.3988 3.3476 -0.6048
H 1.5045 -2.2188 -1.9428 0.3598
H -1.0349 0.3905 5.4580 0.2077
C -1.0633 3.8748 -3.7325 -0.4729
H -0.0322 -2.5746 -3.5214 0.2034
C -2.6264 -1.9092 -3.4300 -0.6277
H -1.2017 6.3575 5.1932 0.3791
C -0.6255 1.7967 3.7920 0.5125
C -4.9234 -1.2112 2.4834 -0.5836
H 2.9795 7.5002 0.7676 0.3343
C 1.7147 5.7577 5.2254 -1.4909
H 1.5307 -6.9668 -4.6382 0.2844
H -3.6396 -3.4128 -5.9245 0.3452
C 4.3966 2.9311 -0.1548 -0.6870
H 4.2032 3.7346 0.6033 0.2453
C 3.6337 2.0894 -2.3185 -0.7622
H 0.5624 4.7941 -4.6170 0.4167
H -1.2286 6.4307 3.3683 0.3513
H -0.9318 -5.3140 -5.4395 0.1668
H -2.8197 -5.8545 -6.4106 0.3147
H 1.1646 -6.2073 -1.2283 0.3256
C 0.6288 3.4537 -1.5551 0.5043
H -1.2111 -0.7332 -2.2504 0.4355
N -2.4417 -3.1163 -4.2500 -0.0055
C 2.3688 5.4988 0.3317 0.7663
P 1.7631 2.8981 -0.2806 0.9874
H -5.9467 -1.5802 2.3942 0.3771
C 0.9155 -2.7521 4.5166 -0.6312
C -0.7585 2.3481 6.1662 -1.4362
C 1.4212 -5.3390 -1.8563 -0.9507
H -0.6104 4.4151 6.5757 0.6244
C 0.2425 4.3724 -3.7095 -0.8426
H -4.8077 -5.5397 -4.9934 0.4231
H 1.9425 7.4782 3.0410 0.3579
H 2.8355 2.0923 -3.0641 0.3522
H 1.6555 -4.0420 -0.1686 0.5984
C -0.2649 3.1045 3.4919 -0.6545
C 2.4035 6.6171 1.1198 -1.3035
H 6.3767 2.4286 0.3478 0.3961
H 5.0758 0.7287 -3.2396 0.4383
H -3.8184 -5.4844 -3.5024 0.0806
H -0.1318 7.5430 4.2731 0.3902
C 2.6822 -1.5529 3.4284 -0.5657
H -0.9213 2.0645 7.2229 0.3692
H -3.5901 -2.0315 -2.8982 0.3239
C 1.1353 4.0780 -2.7256 -0.3747
C 1.8093 -0.5748 2.9795 -0.6884
C 0.9703 4.4020 1.8888 -0.2789
C 0.4717 -0.7094 3.3048 0.6009
C -2.2812 -0.2816 2.8227 0.2740
C -0.5882 -7.0563 -4.6166 -0.6643
H -3.1301 -7.2234 -5.1468 0.2883
O 0.0854 3.3813 2.1847 -0.5491
H -1.9303 -2.0666 -1.4079 0.2492
H 1.8956 6.8330 5.2234 0.4429
H -2.5988 3.0888 -2.5299 0.4135
H -0.3218 -7.4672 -5.6394 0.3074
H 1.3855 5.4477 6.2298 0.4126
H -3.1562 1.3212 3.9076 0.2995
N 0.8474 -5.4840 -3.1666 0.0480
C -0.8606 1.4369 5.1391 0.7994
C 3.3652 2.7522 -1.0885 0.6337
C 0.7566 -6.8220 -3.8553 -0.7010
```

Net charge = +1
LUMO energy = -0.101 Ha
E_tot = -3039.76082 Ha
Frontier orbital gap = 6.6 eV
HOMO = -9.33 eV